[1]
{"formula": "C3H4N2O2", "method": "ωB97M-V/def2-TZVPD", "lumo_energy_ev": 0.35, "homo_lumo_gap_ha": 0.3156, "spin_multiplicity": 1, "total_charge": 0, "relative_energy_kj_mol": 503.0, "species": ["O", "C", "N", "C", "O", "C", "N", "H", "H", "H", "H"], "positions_angstrom": [[-2.23, 0.47, -0.50], [-0.93, 0.17, -0.43], [0.07, 0.98, -0.35], [1.20, 0.16, -0.27], [2.40, 0.79, -0.22], [1.05, -1.20, -0.21], [-0.54, -1.16, -0.45], [-2.31, 1.43, -0.45], [2.22, 1.74, -0.20], [0.09, -1.48, -1.31], [-1.13, -1.91, -0.11]]}


[2]
{"formula": "C5H9NO", "method": "ωB97M-V/def2-TZVPD", "lumo_energy_ev": [-1.48, -0.81], "homo_lumo_gap_ha": [0.2616, 0.2914], "spin_multiplicity": 1, "total_charge": 0, "relative_energy_kj_mol": 558.3, "species": ["C", "C", "C", "N", "C", "C", "O", "H", "H", "H", "H", "H", "H", "H", "H", "H"], "positions_angstrom": [[-0.88, -0.26, 1.27], [1.01, -1.27, 0.31], [0.66, -0.78, -1.03], [0.63, 0.59, -0.64], [-0.49, 1.41, -1.03], [0.74, -0.06, 1.06], [1.30, 0.51, 1.99], [-1.23, 0.76, 1.45], [-0.99, -0.85, 2.18], [-1.44, -0.72, 0.45], [1.64, -2.11, 0.59], [1.57, -0.99, -1.63], [-0.21, -1.23, -1.55], [-1.45, 0.89, -1.14], [-0.61, 2.21, -0.29], [-0.25, 1.90, -1.99]]}


Number 1: energy -10247.052 eV. Number 2: energy -8863.426 eV.